Entry 1:
The following is a quantum chemistry calculation of C44H51Cl2CoN4O3SSi as an isolated structure, from the OMol25 dataset.

HOMO level (spin up / spin down): -2.824 / -3.813 eV
Gap between HOMO and LUMO (spin up / spin down): 0.175 / 0.211 Eh
Total charge: -1
2S+1: 2
<S²>: 0.76
Maximum force: 0.6 eV Å⁻¹
LUMO energy (spin up / spin down): 1.94 / 1.94 eV

Geometry as XYZ:
```
107
Properties=species:S:1:pos:R:3:forces:R:3
Co -0.1479 0.2452 0.1681 0.2 0.5 0.0
Cl -6.3024 0.0810 -2.6506 0.0 0.0 0.0
Cl -4.3398 -0.3684 -5.1148 0.0 0.0 0.0
S -0.3552 -3.5605 1.5011 -0.2 -0.2 -0.2
Si 0.1439 2.9803 0.0610 0.1 -0.2 0.0
O 0.5391 -0.4826 -3.7188 0.0 0.0 0.1
O -0.1101 -2.4230 0.5769 0.2 0.0 0.1
O -3.8006 -0.1676 1.7748 0.1 0.0 0.0
N -0.4856 -0.0759 -1.6665 0.1 -0.1 -0.4
N -0.2730 0.1692 2.1489 -0.3 -0.1 0.4
N 1.7091 -0.3305 -0.3635 0.2 -0.1 -0.3
N -2.0385 0.1760 0.2844 -0.4 0.0 0.4
C -4.5769 0.0288 -2.4280 0.0 0.0 0.0
C -0.5539 -4.7944 -2.0073 0.0 0.0 -0.1
C -3.7225 -0.1668 -3.4997 -0.1 0.0 0.0
C 4.1426 -0.9236 -1.5944 0.0 0.0 0.2
C -2.1204 -3.5933 1.9095 0.0 0.1 0.0
C -4.0740 0.1602 -1.1384 0.0 0.0 0.1
C -1.8267 -0.0584 -2.0340 0.0 0.1 0.0
C -2.5953 3.9013 -0.1546 0.0 0.0 0.0
C 2.2500 5.0677 0.7041 0.1 -0.1 0.1
C 3.0112 -0.6799 -2.3491 0.0 0.0 0.0
C -0.6073 3.0641 -2.7700 0.0 0.0 0.1
C 2.1522 -4.2463 -2.2153 0.0 0.1 0.0
C 1.6020 -4.5666 -0.9868 0.0 -0.1 0.0
C -1.8637 3.4277 2.1273 0.0 0.0 0.0
C -1.9129 -0.1304 3.8804 0.0 0.0 -0.1
C 1.7303 3.6713 1.0756 -0.1 0.1 0.0
C 0.4004 3.6843 -1.7825 0.0 0.1 0.1
C -1.3921 4.0143 0.7901 0.1 0.1 -0.1
C -2.6105 -0.0039 1.4755 -0.1 0.0 -0.4
C 1.4327 3.7038 2.5798 0.0 0.0 0.0
C -1.5541 0.0031 2.5475 0.2 0.1 0.1
C -0.0068 -4.4577 -3.2373 0.0 0.0 0.0
C 0.6626 0.2020 3.1003 0.1 0.0 -0.1
C -3.1063 -3.6890 0.7733 -0.1 0.0 0.1
C 1.8123 -0.4216 -1.7052 0.0 0.0 0.2
C -5.3052 -4.3660 0.0373 0.0 0.0 0.0
C 1.7902 3.2904 -2.3013 0.0 0.0 0.0
C -0.3631 -5.1177 0.4694 0.1 0.0 0.1
C -2.7038 0.1116 -0.9358 0.0 -0.1 -0.1
C 2.8932 2.6891 0.9090 0.0 0.1 0.0
C -2.3448 -0.2120 -3.3115 0.0 0.0 -0.1
C 0.3883 0.0684 4.4480 -0.2 0.0 0.1
C -0.9322 -0.1038 4.8524 0.2 0.0 -0.1
C 0.5325 -0.3147 -2.4939 -0.2 0.0 0.0
C 2.7885 -0.6450 0.3515 0.0 0.1 0.1
C 4.0154 -0.9464 -0.2103 0.0 0.0 -0.1
C -4.3424 -4.2799 1.0292 0.0 0.0 0.0
C -5.0357 -3.8768 -1.2337 0.0 0.0 0.0
C -1.1383 5.5126 1.0225 0.0 0.0 0.0
C 1.3454 -4.1763 -3.3431 0.0 0.0 0.0
C -3.8046 -3.2981 -1.4964 0.0 0.0 0.0
C 0.2835 5.2110 -1.9360 0.0 0.0 -0.1
C -2.8458 -3.1922 -0.4983 -0.1 0.2 0.0
C 0.2429 -4.8440 -0.8711 0.1 0.0 0.0
H -0.6869 3.7007 -3.6601 0.0 0.0 0.0
H 3.1523 2.4944 -0.1312 0.0 0.0 0.0
H 2.6678 -0.6570 1.4255 0.0 0.0 0.0
H 3.2068 -4.0208 -2.2882 0.1 0.0 0.0
H 0.5960 5.4951 -2.9503 0.0 0.0 0.0
H -2.0779 5.9961 1.3252 0.0 0.0 0.0
H 2.3681 3.8526 3.1383 0.0 0.0 0.0
H 4.8555 -1.1754 0.4309 0.0 0.0 0.0
H 1.6773 0.3744 2.7706 0.0 0.0 0.0
H -3.5849 -2.9049 -2.4806 0.0 0.1 0.0
H -2.6188 4.0892 2.5729 0.0 0.0 0.0
H 2.6450 1.7334 1.3665 0.0 -0.1 0.0
H 3.0005 -0.7000 -3.4302 0.0 0.0 0.0
H 0.7596 4.5150 2.8542 0.0 0.0 0.0
H -1.1810 -0.2015 5.9009 0.0 0.0 0.0
H -0.7800 6.0260 0.1312 0.0 0.0 0.1
H -0.2722 2.0900 -3.1124 0.0 -0.2 0.0
H -1.0648 3.2987 2.8567 0.0 0.0 0.0
H -2.4293 4.4093 -1.1035 0.0 0.0 0.0
H 2.6396 5.1051 -0.3129 0.0 0.0 0.1
H -2.3443 2.4649 1.9757 0.0 -0.1 0.0
H 0.2182 -5.8417 1.0415 0.0 0.0 0.0
H -1.3916 -5.4623 0.3779 0.0 0.0 0.0
H -5.7864 -3.9329 -2.0112 0.0 0.0 0.0
H 0.9863 2.7721 2.9255 0.0 -0.1 0.0
H -0.4200 5.6857 1.8242 0.0 0.0 0.0
H -3.4745 4.3624 0.3152 0.0 0.0 0.0
H -2.2871 -2.6911 2.5054 0.0 0.0 0.0
H -0.6445 -4.3920 -4.1088 0.0 0.0 0.0
H 1.4831 5.8363 0.8008 0.1 0.0 0.0
H -2.2154 -4.4565 2.5760 -0.1 0.0 0.1
H 2.2296 -4.5855 -0.1026 0.0 0.0 0.0
H -1.6172 -4.9844 -1.9221 0.1 0.0 0.0
H 1.1979 0.1122 5.1631 0.0 0.0 0.0
H 0.9058 5.7658 -1.2345 -0.1 0.0 -0.1
H 1.7654 -3.8810 -4.2949 0.0 0.0 0.0
H -4.5521 -4.6692 2.0191 0.0 0.0 0.0
H -1.9040 -2.7046 -0.7120 0.0 0.0 0.0
H -2.9663 -0.2431 4.0990 0.0 0.0 0.0
H 3.7887 3.0782 1.4148 0.0 0.0 0.0
H -2.8464 2.8598 -0.3650 0.0 0.0 0.0
H -4.7383 0.2692 -0.2951 0.0 0.0 0.0
H 3.0776 5.3421 1.3747 0.0 0.0 0.0
H -0.7465 5.5484 -1.8166 0.0 0.0 0.0
H -6.2676 -4.8089 0.2602 0.0 0.0 0.0
H 1.8633 3.5299 -3.3701 0.0 0.0 0.0
H 2.5951 3.8201 -1.7915 0.0 0.0 0.0
H 1.9701 2.2193 -2.1965 0.0 -0.1 0.0
H -1.6082 2.9412 -2.3628 0.0 0.0 0.0
H 5.0970 -1.1228 -2.0655 0.0 0.0 0.0
H -1.6787 -0.3548 -4.1482 0.0 0.0 0.0
```
Forces are in eV/Å.

These are the Löwdin partial charges, in e, on atoms 1 to 99:
1. Co 0.396
2. Cl 0.628
3. Cl 0.628
4. S 0.957
5. Si 0.902
6. O 0.015
7. O -0.525
8. O 0.016
9. N 0.044
10. N 0.063
11. N 0.069
12. N 0.050
13. C -0.694
14. C -0.042
15. C -0.698
16. C -0.063
17. C -0.287
18. C -0.042
19. C -0.197
20. C -0.111
21. C -0.115
22. C -0.008
23. C -0.102
24. C -0.084
25. C -0.052
26. C -0.109
27. C -0.006
28. C -0.617
29. C -0.608
30. C -0.616
31. C -0.491
32. C -0.125
33. C -0.193
34. C -0.062
35. C -0.126
36. C -0.262
37. C -0.171
38. C -0.085
39. C -0.114
40. C -0.251
41. C -0.206
42. C -0.131
43. C -0.042
44. C -0.054
45. C -0.056
46. C -0.471
47. C -0.129
48. C -0.057
49. C -0.048
50. C -0.076
51. C -0.111
52. C -0.082
53. C -0.065
54. C -0.119
55. C -0.054
56. C -0.291
57. H 0.082
58. H 0.060
59. H 0.093
60. H 0.097
61. H 0.076
62. H 0.076
63. H 0.079
64. H 0.101
65. H 0.086
66. H 0.110
67. H 0.081
68. H 0.030
69. H 0.119
70. H 0.058
71. H 0.103
72. H 0.047
73. H 0.055
74. H 0.052
75. H 0.059
76. H 0.054
77. H 0.055
78. H 0.087
79. H 0.085
80. H 0.102
81. H 0.042
82. H 0.053
83. H 0.081
84. H 0.082
85. H 0.106
86. H 0.056
87. H 0.095
88. H 0.114
89. H 0.104
90. H 0.103
91. H 0.045
92. H 0.104
93. H 0.109
94. H 0.098
95. H 0.119
96. H 0.079
97. H 0.062
98. H 0.104
99. H 0.075

Entry 2:
The following is a quantum chemistry calculation of C44H51FGaO18 as an isolated structure at a distorted geometry, from the OMol25 dataset.

HOMO level: -4.554 eV
Gap between HOMO and LUMO: 0.135 Eh
Total charge: -1
2S+1: 1
Maximum force: 2.8 eV Å⁻¹
LUMO energy: -0.89 eV

Geometry as XYZ:
```
115
Properties=species:S:1:pos:R:3:forces:R:3
Ga -6.3676 -0.7627 0.9650 -0.3 0.0 0.0
F -8.2748 0.3505 -1.0121 0.9 0.0 -0.1
O 5.3639 3.5232 -9.5217 0.7 0.4 0.5
O -1.2951 -0.5338 0.2990 0.4 -0.1 0.0
O 8.9081 2.7976 -5.3334 -0.7 -0.4 -0.5
O -11.6883 -1.5391 0.1466 0.4 0.2 0.9
O 1.1847 -0.6069 -0.7780 -0.8 0.3 0.2
O 2.9138 0.5089 -6.0253 0.5 0.2 0.7
O 3.5021 1.4333 -3.5519 -0.1 0.0 -0.4
O 7.2475 5.3602 -8.8954 -0.3 -0.2 -0.1
O -14.5572 -0.0602 3.5543 0.2 0.1 0.3
O 6.7915 -2.1138 -5.6940 0.1 0.0 0.4
O -0.5766 -4.2998 3.5340 0.4 1.8 -0.3
O -9.6655 -1.2253 1.9031 -1.2 -0.5 0.0
O 7.3304 -1.2556 -3.1858 -0.4 0.0 -0.8
O 0.1930 3.5529 -2.7148 -0.3 0.1 0.1
O -12.5204 0.3414 5.2890 -0.4 -0.2 -0.6
O -2.2546 3.6641 -1.5642 0.8 -0.3 -0.2
O -3.5606 -3.7527 1.4273 1.2 1.0 0.0
O 7.0814 0.9231 -6.0158 0.6 0.5 0.1
C -5.6170 -2.6508 0.5885 0.8 -0.2 -0.4
C -13.1885 -0.8065 1.7884 -0.3 0.1 0.3
C 4.2660 0.6047 -4.0149 0.4 0.0 0.6
C 2.3529 0.4054 5.4741 0.0 0.3 -0.9
C 0.4677 -3.4117 3.3761 2.7 0.8 -0.2
C 1.5747 -1.2072 2.7275 0.8 -2.0 0.5
C 8.0773 3.0164 -6.3705 0.7 0.4 0.5
C -1.4612 2.5952 -1.3527 -0.8 0.3 0.2
C 0.7717 1.4716 -1.7768 0.0 0.3 -0.1
C -6.2843 1.7610 -0.7058 -0.6 -0.5 -0.3
C 4.5913 0.1442 4.0495 -0.3 0.6 -0.3
C -10.7736 -0.9347 2.3016 0.5 0.2 0.4
C 1.8174 -3.9117 3.7002 -0.1 1.9 -0.6
C -0.1196 2.6070 -2.0117 0.5 -0.2 -0.1
C 6.2511 -0.7844 -3.8395 0.4 0.1 0.8
C -4.0220 -2.6969 0.5599 -2.1 0.4 -0.8
C -13.4367 -0.3204 3.1426 -0.2 -0.2 -0.6
C 8.1353 4.1427 -7.0874 -0.1 0.2 -0.3
C 4.0102 0.0576 -5.3803 -0.5 -0.2 -0.7
C -1.8581 -3.7369 3.2004 -1.8 -0.5 -0.6
C 6.0123 -1.3110 -5.2168 -0.3 -0.2 -0.7
C -12.2640 -0.1338 4.0482 0.5 0.2 0.6
C 4.1722 -0.0131 1.4212 -0.9 -0.1 0.9
C -11.9436 -1.0941 1.3874 -0.4 -0.1 -0.9
C 3.4948 1.1252 4.5981 -0.1 0.7 1.7
C 2.8633 2.1150 3.5483 0.3 0.4 0.8
C 4.8299 -0.8360 -5.9375 0.1 -0.3 0.1
C 6.2114 3.2933 -8.5029 -0.7 -0.4 -0.5
C 7.2197 4.3570 -8.2072 0.5 0.3 0.3
C 6.1561 2.1652 -7.7875 0.1 -0.2 0.3
C 4.2141 -0.7772 2.8315 1.0 -1.4 -0.8
C 0.3826 -2.0376 2.8899 1.4 -0.4 0.3
C -11.0223 -0.4233 3.6525 0.0 0.0 -0.1
C 7.0873 1.9420 -6.6841 -0.6 -0.2 -0.4
C 3.0138 -3.0678 3.5415 -2.2 0.4 -0.4
C -6.8368 0.2835 -0.7876 1.1 0.4 0.3
C -0.9728 0.4250 -0.3749 -0.7 0.3 0.1
C 5.4467 -1.7992 2.6708 -0.6 0.7 0.6
C 0.3793 0.4493 -1.0113 0.8 -0.4 -0.2
C -1.8555 1.5712 -0.5891 0.0 -0.2 0.1
C 2.9455 -1.6780 3.0221 -2.4 -1.3 0.6
C -2.1407 -3.6482 1.6480 0.0 -0.2 -0.2
C 4.2513 2.0656 5.6538 0.5 -0.2 -0.8
C 5.4322 0.1130 -3.2836 -0.3 0.2 0.0
H -10.1654 -0.2947 4.2997 0.0 0.0 0.0
H -5.2091 1.8025 -1.0315 -0.9 -0.1 0.4
H -7.7130 -0.8535 1.7968 0.7 0.2 0.0
H 2.4070 1.6331 2.6528 0.5 0.5 0.7
H -2.8253 1.5485 -0.1076 0.0 0.0 0.0
H -3.6563 -1.6771 0.8602 0.1 -1.1 0.1
H -1.6440 -4.4899 1.0744 -0.2 0.8 0.8
H 3.5576 2.8264 6.1020 0.6 -0.8 -0.3
H 2.4929 1.1439 -5.4137 0.0 0.0 -0.1
H -6.0204 -2.9974 -0.4072 0.3 0.0 1.0
H -6.8700 2.4284 -1.4083 0.6 -0.5 0.8
H 5.6102 4.4004 -9.8735 -0.1 -0.1 0.0
H -6.3605 -0.2857 -1.6332 -0.8 0.7 0.2
H 5.6072 -2.3134 3.6597 0.1 0.4 -1.1
H 1.9287 -4.9645 4.0653 -0.1 1.2 -0.4
H 2.5122 -0.7002 5.5031 -0.4 0.9 0.0
H 6.3706 -1.2094 2.4127 -0.8 -0.7 0.1
H -10.7179 -1.6701 0.1101 0.0 0.1 -0.1
H 5.1709 -2.5414 1.8767 0.6 0.6 0.7
H 2.0659 2.7175 4.0757 0.7 -0.7 -0.6
H 7.7526 -1.8853 -3.8016 0.0 0.0 0.1
H 4.7346 0.9496 1.5193 -0.3 -0.9 -0.4
H 0.6721 -1.2065 -0.1992 0.1 0.0 0.0
H -1.7815 -2.6718 1.2315 -0.2 -0.9 0.4
H 1.4280 -0.1793 2.3307 0.0 -0.9 0.4
H 4.7633 1.4479 6.4483 -0.7 0.6 -0.7
H 8.8483 4.9266 -6.8723 0.0 0.0 0.0
H 5.5953 0.5041 -2.2883 0.0 0.0 0.0
H 5.4329 1.3874 -7.9925 0.0 0.0 0.0
H 4.6573 -1.2384 -6.9265 0.0 0.0 0.0
H 1.7469 1.4997 -2.2440 0.0 0.0 0.0
H -5.9953 -3.3309 1.3956 0.4 0.5 -0.7
H 3.6618 2.8718 3.2845 -0.9 -0.9 -0.2
H -1.7427 4.2571 -2.1460 -0.1 0.0 0.0
H -14.0444 -0.9200 1.1373 0.0 0.0 0.0
H -6.3708 2.1127 0.3626 0.1 -0.1 -1.2
H -13.4874 0.4670 5.3231 0.1 0.0 0.0
H 4.9790 -0.4585 4.9212 -0.5 0.4 -0.9
H 5.0686 2.6170 5.1092 -0.7 -0.3 0.5
H 2.3273 0.8156 6.5149 0.2 -0.4 -0.8
H -5.3089 0.1081 1.8377 0.3 0.0 -0.2
H 5.4702 0.7791 3.7161 -0.8 -0.6 0.3
H 3.1081 0.2189 1.1308 1.2 -0.1 0.2
H -2.0582 -2.7355 3.6630 0.5 -0.8 -0.2
H 1.3560 0.6560 5.0084 0.9 -0.6 0.5
H -2.6416 -4.4313 3.6205 1.0 0.6 -0.4
H 3.9693 -3.5577 3.8423 -0.9 0.7 -0.4
H 4.5787 -0.6934 0.6288 -0.2 0.8 0.7
H 8.6660 1.9178 -4.9850 0.1 0.1 0.0
H -3.7206 -2.8774 -0.5209 0.1 0.1 1.1
H -0.5935 -1.5889 2.6106 0.9 -0.4 0.3
```
Forces are in eV/Å.

These are the Löwdin partial charges, in e, on atoms 1 to 99:
1. Ga 0.399
2. F -0.193
3. O 0.111
4. O 0.101
5. O 0.110
6. O 0.109
7. O 0.091
8. O 0.099
9. O 0.094
10. O 0.113
11. O 0.080
12. O 0.111
13. O -0.065
14. O 0.052
15. O 0.104
16. O 0.100
17. O 0.082
18. O 0.102
19. O -0.180
20. O 0.113
21. C -0.288
22. C 0.063
23. C -0.300
24. C -0.049
25. C -0.233
26. C -0.033
27. C -0.221
28. C -0.228
29. C 0.077
30. C -0.169
31. C -0.130
32. C -0.304
33. C 0.008
34. C -0.311
35. C -0.246
36. C -0.316
37. C -0.328
38. C 0.078
39. C -0.236
40. C -0.151
41. C -0.348
42. C -0.238
43. C -0.043
44. C -0.226
45. C -0.526
46. C -0.066
47. C 0.056
48. C -0.224
49. C -0.313
50. C 0.090
51. C -0.442
52. C -0.002
53. C 0.087
54. C -0.273
55. C -0.027
56. C -0.440
57. C -0.294
58. C -0.087
59. C -0.222
60. C 0.092
61. C -0.149
62. C -0.186
63. C -0.101
64. C 0.077
65. H 0.140
66. H 0.048
67. H -0.073
68. H 0.054
69. H 0.134
70. H 0.066
71. H 0.138
72. H 0.084
73. H 0.120
74. H 0.032
75. H 0.063
76. H 0.120
77. H 0.064
78. H 0.071
79. H 0.108
80. H 0.075
81. H 0.089
82. H 0.126
83. H 0.090
84. H 0.091
85. H 0.119
86. H 0.084
87. H 0.110
88. H 0.079
89. H 0.087
90. H 0.087
91. H 0.137
92. H 0.136
93. H 0.135
94. H 0.140
95. H 0.102
96. H 0.036
97. H 0.088
98. H 0.114
99. H 0.130